105
Properties=species:S:1:pos:R:3:mulliken_charge:R:1 method="wB97M-V/def2-TZVPD" orbital_gap_ha=0.2143 e_homo_ha=-0.0886 charge=-2 total_energy_ev=-120636.3714 e_lumo_ev=3.42
Pb -0.16 -0.58 -1.93 1.61
C -0.13 -1.89 5.40 -0.56
O -0.27 -3.20 4.90 -0.48
C -0.42 -3.33 3.53 0.56
C -0.64 -4.64 3.08 -0.92
C -0.80 -4.83 1.72 0.04
C -0.75 -3.79 0.78 -0.12
C -1.00 -4.06 -0.63 -0.01
C -0.73 -5.46 -1.17 -1.58
O -1.41 -3.21 -1.41 -0.43
C -0.45 -2.45 1.24 -1.01
O -0.26 -1.46 0.49 0.14
C -0.32 -2.28 2.66 0.87
H -0.14 -1.97 6.48 0.33
H -0.96 -1.25 5.07 0.32
H 0.80 -1.43 5.07 0.02
H -0.71 -5.45 3.79 0.34
H -0.98 -5.84 1.37 0.18
H -1.35 -6.21 -0.68 0.42
H 0.32 -5.72 -1.01 0.34
H -0.95 -5.46 -2.23 0.33
H -0.10 -1.27 2.99 -0.12
C 1.61 7.08 0.46 -0.45
C 2.03 6.23 1.47 -0.73
C 1.89 4.85 1.33 -0.15
C 1.34 4.30 0.18 -0.25
C 0.92 5.18 -0.83 -0.06
C 1.05 6.55 -0.69 -0.70
P 1.16 2.51 -0.18 0.75
C 1.76 1.80 1.40 0.21
C 3.13 1.58 1.52 -0.53
C 3.68 1.09 2.69 -0.50
C 2.85 0.77 3.76 -0.95
C 1.48 0.93 3.64 -0.07
C 0.93 1.44 2.47 -0.07
C -0.65 2.28 -0.05 0.52
C -1.46 3.15 0.67 -0.02
C -2.81 2.87 0.84 -0.99
C -3.33 1.70 0.31 -0.75
C -2.51 0.83 -0.39 -0.46
C -1.15 1.10 -0.61 -0.55
H 1.71 8.15 0.57 0.34
H 2.47 6.63 2.38 0.39
H 2.22 4.20 2.14 0.33
H 0.50 4.76 -1.74 0.31
H 0.72 7.20 -1.49 0.40
H 3.77 1.80 0.67 0.34
H 4.75 0.93 2.77 0.50
H 3.27 0.38 4.68 0.24
H 0.82 0.67 4.46 0.64
H -0.14 1.54 2.37 0.15
H -1.05 4.06 1.10 0.41
H -3.45 3.56 1.39 0.34
H -4.38 1.46 0.44 0.43
H -2.95 -0.08 -0.79 0.50
I 5.39 -0.47 -2.43 -0.01
C 4.09 0.94 -3.21 -0.47
C 4.58 1.95 -4.05 -0.33
C 3.75 2.89 -4.59 -0.27
I 4.59 4.39 -5.79 -0.04
C 2.35 2.83 -4.35 1.24
C 1.39 3.73 -4.87 -0.67
C 0.06 3.55 -4.60 -1.32
C -0.34 2.46 -3.82 -0.47
N 0.53 1.62 -3.31 0.42
C 1.85 1.79 -3.53 0.04
C 2.73 0.84 -2.84 -0.05
O 2.28 0.02 -2.00 -0.22
H 5.64 1.98 -4.25 0.31
H 1.72 4.55 -5.49 0.14
H -0.69 4.22 -5.00 0.49
H -1.39 2.26 -3.62 0.49
S 2.65 -3.68 -1.21 -0.39
C 3.08 -3.48 0.39 0.47
N 2.33 -3.91 1.42 0.02
C 2.75 -3.86 2.81 -0.28
C 3.62 -2.64 3.03 -0.21
C 4.75 -2.64 2.02 -0.85
N 4.20 -2.79 0.69 0.00
H 1.49 -4.41 1.18 -0.12
H 3.31 -4.77 3.08 0.37
H 1.86 -3.83 3.43 -0.04
H 4.01 -2.63 4.05 0.54
H 3.01 -1.74 2.89 -0.15
H 5.46 -3.45 2.26 0.29
H 5.30 -1.69 2.06 0.43
H 4.74 -2.52 -0.11 0.02
C -7.51 -2.17 -0.16 -1.44
C -6.53 -1.55 -1.13 1.18
C -6.64 -0.22 -1.52 -0.74
C -5.73 0.35 -2.39 -0.58
C -4.69 -0.42 -2.90 0.03
C -4.56 -1.74 -2.52 -0.39
C -5.47 -2.30 -1.64 -0.74
S -3.49 0.31 -4.01 1.43
O -3.95 -0.01 -5.35 -0.80
O -3.52 1.74 -3.70 -0.82
O -2.23 -0.35 -3.66 -0.73
H -8.22 -1.43 0.20 0.34
H -6.99 -2.59 0.70 0.31
H -8.07 -2.98 -0.63 0.32
H -7.45 0.39 -1.12 0.24
H -5.79 1.39 -2.67 0.46
H -3.71 -2.32 -2.87 0.37
H -5.34 -3.33 -1.32 0.34

103
Properties=species:S:1:pos:R:3:mulliken_charge:R:1 method="wB97M-V/def2-TZVPD" orbital_gap_ha="0.2177 / 0.2783" s2=6.354 multiplicity=5 e_homo_ha="-0.3929 / -0.3930" charge=+1 total_energy_ev=-146075.3618 e_lumo_ev="-4.77 / -3.12"
Mn 0.28 0.28 -1.71 -0.24
C -1.18 -3.05 5.78 -0.82
S -0.99 -4.10 4.33 -0.08
C 0.74 -3.72 3.94 -1.26
C 0.93 -2.50 3.05 0.36
C 0.46 -2.81 1.63 -1.18
N 0.57 -1.71 0.65 0.15
P 2.01 -1.23 -0.17 0.98
C 3.03 -2.71 -0.37 0.72
C 3.62 -3.32 0.74 -0.30
C 4.43 -4.43 0.58 -0.84
C 4.69 -4.93 -0.69 -0.68
C 4.13 -4.31 -1.80 -0.71
C 3.30 -3.21 -1.64 -0.41
C 3.01 -0.29 1.03 0.25
C 4.37 -0.10 0.74 -0.77
C 5.14 0.74 1.53 -0.72
C 4.57 1.41 2.60 -0.78
C 3.23 1.22 2.90 -1.05
C 2.45 0.38 2.11 -0.40
P -0.77 -0.78 0.25 1.72
C -1.45 -0.10 1.80 1.11
C -2.44 -0.80 2.49 -0.47
C -2.93 -0.30 3.69 -0.89
C -2.43 0.88 4.20 -0.86
C -1.44 1.58 3.52 -1.05
C -0.96 1.09 2.32 -0.38
C -2.06 -1.86 -0.40 0.69
C -3.38 -1.40 -0.41 -0.48
C -4.35 -2.14 -1.06 -0.94
C -4.01 -3.33 -1.70 -0.81
C -2.70 -3.78 -1.69 -0.69
C -1.72 -3.04 -1.04 -0.73
H -2.22 -3.12 6.09 0.36
H -0.96 -2.01 5.55 0.18
H -0.55 -3.40 6.59 0.33
H 1.15 -4.61 3.46 0.46
H 1.27 -3.59 4.89 0.53
H 1.98 -2.22 3.04 -0.04
H 0.38 -1.64 3.45 -0.07
H -0.59 -3.13 1.66 0.66
H 1.03 -3.66 1.24 0.82
H 3.46 -2.91 1.73 0.42
H 4.88 -4.90 1.45 0.48
H 5.33 -5.79 -0.81 0.41
H 4.34 -4.69 -2.79 0.48
H 2.86 -2.75 -2.51 0.17
H 4.82 -0.63 -0.09 0.50
H 6.19 0.87 1.30 0.46
H 5.18 2.06 3.21 0.43
H 2.78 1.73 3.74 0.50
H 1.41 0.24 2.35 0.60
H -2.83 -1.73 2.09 0.50
H -3.70 -0.85 4.22 0.51
H -2.82 1.27 5.14 0.46
H -1.06 2.51 3.92 0.57
H -0.19 1.64 1.79 0.43
H -3.64 -0.48 0.09 0.59
H -5.38 -1.80 -1.07 0.49
H -4.77 -3.90 -2.21 0.42
H -2.43 -4.69 -2.20 0.50
H -0.69 -3.37 -1.07 0.36
C -1.79 1.54 -5.31 -0.57
C -2.85 1.19 -4.48 -0.75
C -2.78 1.47 -3.13 -0.72
C -1.66 2.10 -2.58 -0.35
C -0.60 2.46 -3.43 0.71
C -0.67 2.17 -4.79 -0.86
P -1.75 2.50 -0.79 1.25
C -2.57 4.12 -0.76 -0.05
C -3.19 4.48 0.44 -0.13
C -3.81 5.72 0.57 -0.68
C -3.82 6.60 -0.51 -0.55
C -3.22 6.24 -1.71 -0.80
C -2.59 5.01 -1.83 -0.24
C 0.02 2.94 -0.54 1.15
C 0.47 4.20 -0.14 -1.08
C 1.83 4.46 -0.05 -1.17
C 2.76 3.48 -0.38 -0.93
C 2.33 2.22 -0.77 -0.46
C 0.97 1.97 -0.81 0.88
H -1.83 1.31 -6.37 0.40
H -3.71 0.69 -4.89 0.46
H -3.60 1.18 -2.48 0.38
H 0.25 3.01 -3.05 0.58
H 0.15 2.45 -5.44 0.51
H -3.20 3.78 1.27 0.41
H -4.29 5.99 1.50 0.43
H -4.31 7.56 -0.41 0.40
H -3.23 6.92 -2.55 0.43
H -2.12 4.74 -2.77 0.37
H -0.25 4.99 0.07 0.51
H 2.17 5.44 0.27 0.42
H 3.82 3.69 -0.32 0.45
H 3.05 1.45 -1.02 0.72
F 1.17 -0.21 -5.75 -0.24
C 1.50 -0.85 -4.65 0.69
F 2.55 -1.63 -4.89 -0.22
F 1.89 0.09 -3.73 -0.19
S 0.09 -1.82 -3.94 1.08
O -0.64 -2.34 -5.04 -0.73
O 0.72 -2.71 -3.00 -0.57
O -0.62 -0.71 -3.22 -0.86

Number 1: F_max 0.46 eV Å⁻¹. Number 2: F_max 0.44 eV Å⁻¹.